# 1
This record from OMol25 describes 11 unconnected molecules or ions with the total composition C4H31NO11. The level of theory is ωB97M-V/def2-TZVPD.

Computed properties:
- SMILES: CNCCCO.O.O.O.O.O.O.O.O.O.O
- Frontier orbital gap: 0.3462 hartree

```
! RIJCOSX wB97M-V def2-TZVPD def2/J DEFGRID3
* xyz 0 1
C 1.63 1.20 -2.30
N 1.75 0.40 -1.09
C 2.07 -1.01 -1.38
C 2.92 -1.45 -0.13
C 1.97 -1.97 1.03
O 0.92 -1.04 1.07
H 1.11 2.11 -1.94
H 2.55 1.58 -2.70
H 1.01 0.83 -3.08
H 0.98 0.47 -0.48
H 1.17 -1.58 -1.34
H 2.45 -0.95 -2.43
H 3.61 -2.31 -0.47
H 3.75 -0.79 0.07
H 2.57 -2.00 2.06
H 1.40 -3.07 0.95
H 0.39 -1.23 1.85
O 2.76 1.26 1.28
H 3.52 1.79 1.40
H 2.86 0.86 0.45
O -3.33 0.21 -1.63
H -2.97 0.31 -2.52
H -2.92 -0.66 -1.34
O -1.40 2.11 -1.34
H -1.73 1.27 -1.35
H -1.98 2.45 -2.03
O 0.38 1.38 2.34
H -0.07 0.78 1.75
H 1.32 1.25 2.26
O -1.17 -1.81 -0.52
H -0.55 -1.31 -0.15
H -1.77 -2.06 0.23
O -2.54 1.34 1.60
H -2.69 1.47 0.67
H -2.15 2.19 1.79
O -0.96 3.34 1.01
H -0.27 2.87 1.51
H -0.97 2.98 0.14
O -1.26 -0.57 2.84
H -1.50 0.29 2.51
H -1.56 -0.61 3.77
O -2.72 -2.20 1.50
H -2.62 -1.36 1.98
H -3.54 -2.11 1.08
O -1.18 -1.46 -3.04
H -0.47 -1.37 -3.67
H -0.78 -1.84 -2.22
*
```

---

# 2
This record from OMol25 describes a molecular structure, C37H29Br2ClNNiO5P. The level of theory is ωB97M-V/def2-TZVPD.

Computed properties:
- Frontier orbital gap (alpha / beta): 0.2771 / 0.2749 hartree

```
! RIJCOSX wB97M-V def2-TZVPD def2/J DEFGRID3
* xyz 0 3
Ni 0.60 1.47 0.51
C 2.57 1.95 -2.25
C 3.32 1.81 -0.96
C 4.74 1.84 -0.95
C 5.42 1.66 0.21
C 4.72 1.42 1.41
C 5.31 1.18 2.68
Br 7.20 1.21 2.87
C 4.54 0.92 3.77
C 3.14 0.87 3.66
Br 2.12 0.47 5.19
C 2.48 1.10 2.46
O 1.20 1.05 2.31
C 3.32 1.39 1.33
N 2.65 1.62 0.16
H 3.21 2.39 -3.01
H 1.67 2.55 -2.12
H 2.25 0.97 -2.59
H 5.26 2.01 -1.88
H 6.50 1.69 0.22
H 4.99 0.74 4.73
O 0.58 -0.27 -0.47
P -0.13 -1.45 -1.06
C 1.12 -2.56 -1.72
C 0.77 -3.76 -2.35
C 1.77 -4.61 -2.81
C 3.10 -4.26 -2.66
C 3.45 -3.07 -2.03
C 2.46 -2.22 -1.56
C -1.26 -1.02 -2.38
C -2.47 -0.41 -2.05
C -3.31 0.06 -3.04
C -2.93 -0.06 -4.37
C -1.73 -0.66 -4.71
C -0.89 -1.13 -3.71
C -1.04 -2.36 0.20
C -0.57 -2.28 1.51
C -1.20 -3.01 2.51
C -2.28 -3.81 2.20
C -2.75 -3.89 0.90
C -2.13 -3.16 -0.11
H -0.27 -4.03 -2.47
H 1.50 -5.53 -3.30
H 3.88 -4.92 -3.02
H 4.49 -2.81 -1.90
H 2.71 -1.29 -1.07
H -2.76 -0.30 -1.01
H -4.24 0.54 -2.78
H -3.58 0.31 -5.15
H -1.43 -0.74 -5.75
H 0.06 -1.58 -3.98
H 0.27 -1.63 1.75
H -0.84 -2.93 3.52
H -2.77 -4.37 2.98
H -3.61 -4.51 0.66
H -2.51 -3.21 -1.12
C -3.57 3.99 2.79
C -3.50 2.57 2.32
C -4.61 1.74 2.48
C -4.56 0.40 2.16
Cl -5.98 -0.59 2.38
C -3.39 -0.17 1.69
C -2.29 0.64 1.51
C -2.34 2.00 1.79
O -1.17 2.70 1.62
C -1.22 3.86 0.77
C -0.91 3.55 -0.70
O -1.36 4.30 -1.55
O -0.15 2.54 -0.92
H -4.31 4.07 3.59
H -3.88 4.68 2.00
H -2.61 4.33 3.18
H -5.52 2.16 2.89
H -3.34 -1.23 1.48
H -1.36 0.20 1.17
H -0.44 4.53 1.15
H -2.18 4.36 0.84
*
```

---

# 3
This record from OMol25 describes a gas-phase ion, C2H6NO2 (charge +1). The level of theory is ωB97M-V/def2-TZVPD.

Computed properties:
- SMILES: [NH3+]CC(=O)O
- Frontier orbital gap: 0.4402 hartree

```
! RIJCOSX wB97M-V def2-TZVPD def2/J DEFGRID3
* xyz 1 1
N -0.01 -1.39 0.31
C 0.30 -0.16 -0.47
C -0.28 1.02 0.16
O -0.75 0.97 1.28
O 0.15 2.16 -0.56
H -1.05 -1.36 0.30
H 0.21 -1.33 1.32
H 0.34 -2.28 -0.07
H 1.42 -0.19 -0.73
H -0.17 -0.35 -1.46
H -0.17 2.91 -0.08
*
```

---

# 4
This record from OMol25 describes a gas-phase ion, C2O4 (charge -2). The level of theory is ωB97M-V/def2-TZVPD.

Computed properties:
- SMILES: O=C([O-])C(=O)[O-]
- Frontier orbital gap: 0.2472 hartree

```
! RIJCOSX wB97M-V def2-TZVPD def2/J DEFGRID3
* xyz -2 1
O 1.76 0.16 -0.41
C 0.74 0.00 0.32
O 0.85 -0.13 1.59
C -0.73 -0.02 -0.32
O -1.78 0.23 0.37
O -0.84 -0.23 -1.55
*
```

---

# 5
This record from OMol25 describes 2 unconnected molecules or ions with the total composition C3H12N2. The level of theory is ωB97M-V/def2-TZVPD.

Computed properties:
- SMILES: NCN.CC
- Frontier orbital gap: 0.3874 hartree

```
! RIJCOSX wB97M-V def2-TZVPD def2/J DEFGRID3
* xyz 0 1
N 0.62 1.49 -2.95
C 1.13 1.42 -4.33
N 2.37 2.09 -4.52
H -0.16 0.85 -2.86
H 1.34 1.17 -2.31
H 0.36 1.86 -4.95
H 1.21 0.38 -4.66
H 3.16 1.55 -4.21
H 2.37 2.98 -4.04
C -1.57 -1.62 5.11
C -1.55 -1.84 3.60
H -0.66 -2.02 5.58
H -1.55 -0.56 5.34
H -2.42 -2.10 5.60
H -0.69 -1.34 3.15
H -2.43 -1.41 3.11
H -1.52 -2.90 3.34
*
```

---

# 6
This record from OMol25 describes a single C11H15N3O2 molecule. The level of theory is ωB97M-V/def2-TZVPD.

Computed properties:
- SMILES: OCCN(CCO)c1nc2ccccc2[nH]1
- Frontier orbital gap: 0.3030 hartree

```
! RIJCOSX wB97M-V def2-TZVPD def2/J DEFGRID3
* xyz 0 1
O -3.59 1.72 0.19
C -2.62 0.89 0.78
C -1.40 1.75 1.15
N -0.26 1.58 0.28
C -0.18 2.37 -0.93
C -1.17 1.93 -2.02
O -1.14 0.54 -2.25
C 0.42 0.40 0.27
N 1.26 0.05 -0.67
C 1.79 -1.15 -0.26
C 2.73 -1.98 -0.87
C 3.07 -3.15 -0.22
C 2.51 -3.50 1.00
C 1.58 -2.69 1.63
C 1.23 -1.52 0.98
N 0.35 -0.51 1.30
H -4.28 1.18 -0.20
H -2.31 0.10 0.09
H -3.04 0.42 1.69
H -1.71 2.80 1.09
H -1.08 1.56 2.18
H 0.84 2.26 -1.31
H -0.36 3.42 -0.68
H -0.95 2.48 -2.94
H -2.20 2.16 -1.71
H -0.21 0.26 -2.25
H 3.16 -1.71 -1.82
H 3.80 -3.81 -0.67
H 2.81 -4.42 1.48
H 1.14 -2.96 2.58
H -0.22 -0.45 2.12
*
```

---

# 7
This record from OMol25 describes 2 unconnected molecules or ions with the total composition C4H14N2O. The level of theory is ωB97M-V/def2-TZVPD.

Computed properties:
- SMILES: CN[C@@H](C)CN.O
- Frontier orbital gap: 0.3626 hartree

```
! RIJCOSX wB97M-V def2-TZVPD def2/J DEFGRID3
* xyz 0 1
C 1.30 -1.25 1.16
N 1.70 -0.62 -0.08
C 0.61 -0.23 -0.98
C -0.32 -1.42 -1.38
C -0.20 0.90 -0.36
N 0.57 2.02 0.13
H 2.16 -1.26 1.85
H 0.47 -0.70 1.57
H 1.00 -2.30 1.06
H 2.36 -1.17 -0.62
H 1.03 0.12 -1.91
H 0.07 -2.37 -1.00
H -0.28 -1.53 -2.45
H -1.38 -1.33 -1.10
H -0.98 1.24 -1.06
H -0.82 0.50 0.44
H 0.96 2.55 -0.64
H 1.39 1.63 0.59
O -3.61 1.71 1.53
H -2.97 2.26 1.06
H -3.07 1.25 2.18
*
```

---

# 8
This record from OMol25 describes a molecular structure, C31H35MnN7O6. The level of theory is ωB97M-V/def2-TZVPD.

Computed properties:
- Frontier orbital gap (alpha / beta): 0.2653 / 0.2620 hartree

```
! RIJCOSX wB97M-V def2-TZVPD def2/J DEFGRID3
* xyz 2 6
Mn -0.45 -1.61 -0.33
O 3.79 -1.23 -1.90
C 2.64 -1.49 -1.30
O 1.69 -0.74 -1.31
C 2.60 -2.80 -0.60
C 3.70 -3.64 -0.46
C 3.51 -4.86 0.17
C 2.23 -5.20 0.61
C 1.20 -4.29 0.43
N 1.39 -3.11 -0.14
C -0.24 -4.48 0.80
O -0.63 -5.54 1.47
O -1.05 -3.64 0.48
H 3.75 -0.37 -2.35
H 4.66 -3.34 -0.83
H 4.33 -5.55 0.31
H 2.07 -6.17 1.07
H 0.07 -6.16 1.68
C -5.56 -0.62 -6.82
C -4.40 -0.64 -5.88
C -4.48 -1.29 -4.65
C -3.42 -1.33 -3.77
C -3.60 -2.05 -2.46
C -2.20 -0.69 -4.15
C -1.04 -0.71 -3.33
O -0.93 -1.20 -2.19
C -2.11 -0.01 -5.40
C -0.86 0.69 -5.85
C -3.21 0.00 -6.23
H -6.42 -1.15 -6.41
H -5.29 -1.08 -7.77
H -5.85 0.41 -7.04
H -5.41 -1.78 -4.38
H -4.59 -2.50 -2.42
H -3.49 -1.37 -1.62
H -2.86 -2.84 -2.34
H -0.14 -0.25 -3.75
H -0.52 1.42 -5.11
H -1.04 1.22 -6.78
H -0.05 -0.02 -6.02
H -3.15 0.51 -7.18
C -0.98 2.13 0.33
N -1.87 1.65 1.37
C -2.21 2.62 2.42
C -2.27 0.40 1.43
O -1.98 -0.50 0.61
H -0.19 2.74 0.78
H -1.53 2.75 -0.39
H -0.53 1.29 -0.19
H -1.35 2.79 3.07
H -3.04 2.25 3.01
H -2.50 3.56 1.96
H -2.92 0.17 2.28
C 2.19 1.13 1.29
C 1.50 0.07 2.08
N 0.58 -0.77 1.65
C 0.18 -1.51 2.75
C 0.88 -1.11 3.84
N 1.70 -0.11 3.41
C 2.49 0.76 4.26
N 1.93 2.10 4.22
N 0.62 2.29 3.93
N 0.38 3.55 3.90
C 1.53 4.24 4.19
C 1.79 5.61 4.29
C 3.07 5.98 4.59
C 4.10 5.03 4.79
C 3.87 3.68 4.70
C 2.56 3.30 4.40
H 1.84 1.09 0.27
H 3.27 1.00 1.31
H 1.97 2.12 1.69
H -0.60 -2.25 2.68
H 0.84 -1.43 4.87
H 3.52 0.81 3.91
H 2.47 0.36 5.27
H 0.99 6.32 4.14
H 3.32 7.03 4.68
H 5.09 5.39 5.03
H 4.66 2.96 4.87
*
```

---

# 9
This record from OMol25 describes a molecular structure, C16H31NOP2W. The level of theory is ωB97M-V/def2-TZVPD.

Computed properties:
- Frontier orbital gap (alpha / beta): 0.1943 / 0.1808 hartree

```
! RIJCOSX wB97M-V def2-TZVPD def2/J DEFGRID3
* xyz 2 3
P -0.58 -1.89 -1.00
P -0.33 1.49 -1.72
C -0.96 -0.94 -2.70
C -0.04 0.26 -3.03
H -2.02 -0.65 -2.64
H -0.86 -1.60 -3.59
H 1.03 -0.01 -3.01
H -0.25 0.73 -4.02
C -1.81 2.31 -2.22
H -2.11 3.08 -1.50
H -2.62 1.59 -2.34
H -1.61 2.83 -3.17
C 0.93 2.81 -2.09
H 0.55 3.33 -3.02
H 1.97 2.42 -2.27
H 0.97 3.58 -1.27
C -1.71 -3.28 -1.25
H -1.63 -3.86 -0.33
H -1.48 -3.96 -2.09
H -2.72 -2.90 -1.30
C 1.05 -2.65 -1.68
H 1.89 -1.89 -1.76
H 0.98 -3.16 -2.68
H 1.39 -3.43 -0.94
W -1.29 -2.15 1.66
C 1.48 1.87 2.75
C 0.16 2.13 2.46
C -0.50 1.92 1.14
C -0.92 0.40 0.81
C 0.11 -0.30 0.05
C 1.51 -0.36 0.14
C 2.38 0.81 0.34
C 2.56 1.56 1.72
C 0.58 -1.88 3.02
H 1.70 1.71 3.81
H -0.58 2.19 3.29
H 0.17 2.32 0.34
H -1.45 2.48 1.13
H -1.68 -0.10 1.51
H -1.69 0.62 0.01
H -0.43 -3.00 0.41
H 1.91 -1.37 0.39
H 2.10 1.68 -0.32
H 3.40 0.39 0.15
H 3.30 1.04 2.34
H 2.99 2.56 1.53
H 1.15 -1.00 3.43
H 1.43 -2.50 2.76
H 0.13 -2.32 3.88
O -3.61 -0.86 5.20
C -2.85 -0.94 4.30
N -2.13 -1.13 3.34
*
```

---

# 10
This record from OMol25 describes 2 unconnected molecules or ions with the total composition C2H2NO2S. The level of theory is ωB97M-V/def2-TZVPD.

Computed properties:
- Frontier orbital gap: 0.2249 hartree

```
! RIJCOSX wB97M-V def2-TZVPD def2/J DEFGRID3
* xyz -1 1
C 0.25 0.95 0.39
C -1.67 -0.92 0.04
N 1.23 0.08 0.11
O -1.28 -1.83 0.66
O -2.32 -0.38 -0.78
S 0.74 2.55 0.10
H 0.95 -0.82 -0.14
H 2.10 0.37 -0.39
*
```

---

# 11
This record from OMol25 describes a molecular structure, C3H4O4Sm. The level of theory is ωB97M-V/def2-TZVPD.

Computed properties:
- Frontier orbital gap (alpha / beta): 0.2817 / 0.3228 hartree

```
! RIJCOSX wB97M-V def2-TZVPD def2/J DEFGRID3
* xyz 1 8
O 1.77 -0.70 -1.05
C 1.08 -0.17 -2.05
C 1.27 -0.28 0.22
O 0.94 -0.65 -3.13
O 0.21 0.76 -1.54
C 0.11 0.60 -0.16
H 2.04 0.29 0.75
H 1.00 -1.17 0.81
H -0.22 1.50 0.36
O -2.73 -0.22 2.49
H -2.83 0.60 2.96
Sm -2.65 -0.56 0.35
*
```

---

# 12
This record from OMol25 describes a single C3H2BrClO2 molecule. The level of theory is ωB97M-V/def2-TZVPD.

Computed properties:
- SMILES: O=CO/C=C(\Cl)Br
- Frontier orbital gap: 0.3753 hartree

```
! RIJCOSX wB97M-V def2-TZVPD def2/J DEFGRID3
* xyz 0 1
O 2.64 0.97 -0.33
C 1.57 0.57 0.05
O 1.04 -0.59 -0.49
C -0.31 -0.90 -0.17
C -1.31 -0.04 0.04
Cl -1.15 1.72 0.29
Br -3.10 -0.67 0.16
H 0.89 0.88 0.94
H -0.27 -1.95 -0.49
*
```

---

Across the entries above, electronic energy takes the values -1053.3152 -9316.3462 -284.7808 -377.1499 -230.9896 -742.9210 -345.5280 -3187.6938 -1506.9865 -680.8579 -1075.3188 -3300.1410 Ha, respectively.